i) This record from OMol25 describes a 2-piece molecular cluster, C6H15NO overall. The level of theory is ωB97M-V/def2-TZVPD.

Geometry as XYZ:
```
23
Properties=species:S:1:pos:R:3
C 0.79286 2.20852 0.80242
C 0.39974 1.35111 1.99688
C 0.44686 -0.13475 1.67449
C -0.46740 -0.56124 0.56245
C -0.15731 -1.47320 -0.35675
N -0.94791 -1.94865 -1.40139
C -2.29595 -1.43784 -1.62222
H 1.85820 2.16983 0.60275
H 0.39290 1.83621 -0.15000
H 0.45522 3.24175 0.86984
H -0.60492 1.65261 2.29281
H 1.04477 1.54152 2.84723
H 0.21078 -0.71301 2.58261
H 1.47755 -0.43747 1.47795
H -1.39590 -0.01217 0.51271
H 0.75856 -2.04744 -0.22624
H -0.43650 -2.07637 -2.26000
H -2.45115 -1.24113 -2.67389
H -2.48334 -0.51282 -1.08618
H -3.03161 -2.16891 -1.27296
H 2.52130 -0.13685 -2.33720
H 1.66561 0.31047 -1.06272
O 2.24765 0.58981 -1.77260
```

Calculated values
SMILES	CCC/C=C/NC.O
HOMO energy	-0.296	Eh

---

ii) This record from OMol25 describes a 2-piece molecular cluster, C6H15NO overall. The level of theory is ωB97M-V/def2-TZVPD.

Geometry as XYZ:
```
23
Properties=species:S:1:pos:R:3
C -1.41361 -0.15388 0.81153
N -0.65655 1.04435 0.48755
C 0.19934 1.09731 -0.75528
C 1.41710 0.16369 -0.55935
C 1.72695 -0.95224 -1.46860
C 0.85831 -1.43231 -2.29901
C -2.19834 -0.47752 -0.47270
H -2.00461 0.16669 1.68949
H -0.71228 -0.95401 1.24920
H -1.13542 1.86641 0.64027
H -0.43383 0.85794 -1.57339
H 0.69598 2.12078 -0.62356
H 2.43379 0.71553 -0.29620
H 1.27155 -0.31095 0.53189
H 2.65102 -1.36397 -1.25034
H 1.02595 -2.46836 -2.69465
H 0.02557 -0.84957 -2.87068
H -3.17853 -0.93800 -0.16089
H -2.55806 0.30132 -1.06854
H -1.61165 -0.99434 -1.25018
H 1.33459 0.50419 3.32588
H 0.04063 0.88472 2.64101
O 0.40158 0.46010 3.34479
```

Calculated values
SMILES	C=CCCNCC.O
HOMO energy	-0.316	Eh

---

Most stable: i). Least stable: ii).

---

i) This record from OMol25 describes a 2-piece molecular cluster, C6H15NO overall. The level of theory is ωB97M-V/def2-TZVPD.

Geometry as XYZ:
```
23
Properties=species:S:1:pos:R:3
C -0.43072 1.32553 0.42104
C -0.69418 1.11978 -1.06912
C -1.10028 0.23095 1.24100
C -0.84470 2.71914 0.87838
O 1.04163 1.28389 0.62442
H 1.24743 0.59938 1.27763
H 0.07443 3.31966 0.69315
H -1.75498 1.23390 -1.27843
H -0.14058 1.85721 -1.64433
H -0.37752 0.12436 -1.36713
H -2.18240 0.30658 1.13832
H -0.78624 -0.74850 0.88267
H -0.85126 0.33204 2.29745
H -1.68382 3.09739 0.30728
H -1.06299 2.75346 1.94202
C 1.80137 -1.68589 -1.12821
C 0.34740 -3.34798 -0.38008
N 0.49322 -2.20224 -0.86213
H 1.87762 -1.50637 -2.20166
H 1.89584 -0.72084 -0.63028
H 2.61162 -2.35890 -0.81798
H -0.65425 -3.69643 -0.16572
H 1.17334 -4.03612 -0.15828
```

Calculated values
SMILES	CC(C)(C)O.C=NC
HOMO energy	-0.357	Eh

---

ii) This record from OMol25 describes a 2-piece molecular cluster, C6H15NO overall. The level of theory is ωB97M-V/def2-TZVPD.

Geometry as XYZ:
```
23
Properties=species:S:1:pos:R:3
C -1.80032 -0.95196 -0.69606
C -2.14510 -0.36083 -2.06914
C -2.37398 -0.06433 0.43163
H -2.24890 -1.94081 -0.68516
H -0.73002 -0.96145 -0.53821
H -3.13849 -0.70291 -2.38665
H -3.30045 -0.54912 0.74441
H -1.49142 -0.57254 -2.90645
H -2.29545 0.71396 -2.00312
H -1.72205 0.10547 1.28306
H -2.82234 0.84996 0.08784
C 1.63733 0.83786 0.65506
C 2.48778 1.90426 1.34606
C 2.27976 -0.53614 0.69552
O 3.38612 -0.75471 1.14395
N 1.57500 -1.52088 0.07084
H 0.65429 0.72523 1.13012
H 1.40655 1.10625 -0.37638
H 2.21020 2.85160 0.89604
H 3.53886 1.62841 1.30846
H 1.98469 -2.40806 -0.17528
H 0.66220 -1.44946 -0.35518
H 2.24575 2.05019 2.39863
```

Calculated values
SMILES	CCC(N)=O.CCC
HOMO energy	-0.360	Eh

---

Most stable: ii). Least stable: i).

---

i) This record from OMol25 describes a 3-piece molecular cluster, C3H14N2O2 overall. The level of theory is ωB97M-V/def2-TZVPD.

Geometry as XYZ:
```
21
Properties=species:S:1:pos:R:3
C 2.21817 0.08406 -1.31526
C 1.13835 -0.59741 -0.48875
N 0.88656 0.23057 0.68968
C -0.14378 -0.35181 1.57239
N -0.18424 0.20116 2.90732
H 2.11276 0.06802 -2.40632
H 2.29615 1.15654 -1.10076
H 3.25374 -0.24576 -1.21720
H 1.53764 -1.56805 -0.14674
H 0.24601 -0.82450 -1.09487
H 1.77986 0.33260 1.16883
H -1.06874 -0.07264 1.05882
H -0.06649 -1.46334 1.57352
H -1.14235 0.34923 3.17831
H 0.28621 -0.42537 3.54278
H -3.05178 -1.73386 -2.61005
H -1.63585 -1.24372 -2.66056
O -2.17075 -1.95207 -2.28740
H -1.62106 2.56711 0.22858
H -0.41502 1.83064 -0.35850
O -1.17433 2.38405 -0.59419
```

Calculated values
SMILES	CCNCN.O.O
HOMO energy	-0.333	Eh

---

ii) This record from OMol25 describes C3H14N2O2 as an isolated structure. The level of theory is ωB97M-V/def2-TZVPD.

Geometry as XYZ:
```
21
Properties=species:S:1:pos:R:3
N -0.85936 -0.47387 -0.56226
C 0.27597 0.26924 -0.73667
C 1.63434 -0.43623 -1.31809
C 0.63047 0.98501 -1.87800
N -2.79725 1.96063 0.68242
H -0.89383 -0.65430 0.64225
H -2.66225 1.26797 -0.07200
H 0.54222 0.76767 0.18812
H 2.53565 0.17555 -1.33719
H 1.88750 -1.12211 -0.51448
H 1.55302 -1.04037 -2.21705
H 0.12505 0.96939 -2.82446
H 1.24133 1.85206 -1.69940
H -2.11166 2.69340 0.48493
H -2.37880 1.45519 1.47844
H -1.18620 -1.63699 2.04644
H -1.00993 -1.10863 -1.31628
O -0.63700 -0.89756 1.79642
H 0.86023 -1.20359 1.50473
H 2.39573 -1.13621 1.97743
O 1.84722 -1.22186 1.20200
```

Calculated values
HOMO energy	-0.306	Eh

---

Most stable: i). Least stable: ii).

---

i) This record from OMol25 describes a 3-piece molecular cluster, C3H14N2O2 overall. The level of theory is ωB97M-V/def2-TZVPD.

Geometry as XYZ:
```
21
Properties=species:S:1:pos:R:3
N 1.42701 -1.01370 1.05421
C 0.22499 -0.39087 0.41543
C -0.54013 0.65503 1.26949
C -2.00453 0.63147 0.80410
N -2.26578 1.81741 -0.02311
H 1.11345 -1.77601 1.64064
H 1.88192 -0.31825 1.63117
H 0.61908 0.12114 -0.46222
H -0.34983 -1.23492 -0.00702
H -0.00458 1.57292 0.98634
H -0.41653 0.36921 2.30093
H -2.27859 -0.27474 0.27373
H -2.65777 0.70850 1.69297
H -3.22756 2.08346 -0.17296
H -1.84386 1.73296 -0.94044
H 2.68855 1.47399 -2.57198
H 3.27593 1.25777 -1.15535
O 2.74385 1.87718 -1.68296
H -0.06083 -2.92033 -2.10796
H 1.10460 -2.85324 -1.24690
O 0.57062 -3.51898 -1.69812
```

Calculated values
SMILES	NCCCN.O.O
HOMO energy	-0.339	Eh

---

ii) This record from OMol25 describes a 3-piece molecular cluster, C3H14N2O2 overall. The level of theory is ωB97M-V/def2-TZVPD.

Geometry as XYZ:
```
21
Properties=species:S:1:pos:R:3
C -0.70938 0.94814 -2.57892
C -0.54637 1.33258 -1.08391
N 0.74770 0.63761 -0.69151
C 0.83759 0.85359 0.76915
N 1.51909 -0.24733 1.39245
H -0.04844 1.54887 -3.19589
H -1.70916 1.04672 -2.97491
H -0.35920 -0.08012 -2.72645
H -0.46876 2.43341 -0.91537
H -1.36503 1.00872 -0.47800
H 1.53367 0.93020 -1.26855
H -0.13129 0.92879 1.23737
H 1.30531 1.82955 1.05557
H 1.03232 -1.10800 1.56645
H 2.35964 -0.49153 0.88271
H -0.76247 -0.77965 3.48920
H 0.10503 0.21454 4.12736
O -0.56147 0.16605 3.43236
H -1.12548 -2.15683 -1.25130
H -0.34883 -3.64469 -1.45064
O -1.06735 -3.04669 -1.60013
```

Calculated values
SMILES	CCNCN.O.O
HOMO energy	-0.323	Eh

---

iii) This record from OMol25 describes a 4-piece molecular cluster, C3H14N2O2 overall. The level of theory is ωB97M-V/def2-TZVPD.

Geometry as XYZ:
```
21
Properties=species:S:1:pos:R:3
N -0.36800 -1.11164 -0.59139
C -0.16869 -0.67094 0.70852
C -1.05390 -1.25205 1.85894
C -0.76612 0.48455 1.28822
N -0.45252 1.57373 -1.53516
H 2.45971 -0.41728 -1.53136
H -0.59642 -0.41885 -1.24781
H 0.87554 -0.53086 0.92288
H -0.74080 -1.00517 2.89746
H -0.80889 -2.36432 1.92559
H -2.16540 -1.18440 1.64596
H -1.69934 0.87225 1.26726
H -0.01660 1.14194 1.70432
H -0.30971 1.89477 -2.47288
H -1.17538 2.20756 -1.19862
H 1.59882 -1.52102 -2.17968
H -1.33285 -1.61658 -0.60115
O 2.52760 -1.22797 -2.05842
H 2.10889 2.19892 0.03010
H 0.46433 1.62049 -0.89507
O 1.61971 1.32688 0.06230
```

Calculated values
HOMO energy	-0.294	Eh

---

iv) This record from OMol25 describes a 3-piece molecular cluster, C3H14N2O2 overall. The level of theory is ωB97M-V/def2-TZVPD.

Geometry as XYZ:
```
21
Properties=species:S:1:pos:R:3
N -0.51522 0.10330 0.20288
C 0.17516 -0.21876 -1.06037
C -0.11065 -1.71894 -1.41591
C -0.24411 0.65040 -2.22726
N 0.20656 2.00220 -2.23599
H -1.50653 0.14696 0.14218
H -0.17155 -0.44602 1.00081
H 1.24090 -0.12094 -0.75190
H 0.90787 -2.29812 -1.44536
H -0.61401 -2.19628 -0.63814
H -0.70104 -1.99563 -2.29589
H -1.31136 0.66202 -2.37164
H 0.03998 0.31069 -3.22745
H 1.04523 2.19480 -1.62624
H -0.54391 2.66981 -2.08204
H 0.90084 -2.21128 1.37714
H -0.17724 -3.19501 1.65739
O 0.46401 -2.49375 2.10233
H -0.56513 1.52672 3.17174
H 0.86548 1.59594 3.83011
O 0.01458 2.03646 3.61170
```

Calculated values
SMILES	C[C@H](N)CN.O.O
HOMO energy	-0.327	Eh

---

Most stable: i). Least stable: iii).